A 5-piece molecular cluster, C36H72N2O15S overall, computed with the ωB97M-V functional and the def2-TZVPD basis.

XYZ file:
```
126
Properties=species:S:1:pos:R:3
C -5.801 5.089 2.935
N -5.101 4.010 3.674
C -5.935 2.794 3.820
C -3.907 3.657 2.962
O -3.867 3.453 1.772
C -2.669 3.589 3.821
C -1.693 2.592 3.265
C -1.828 1.266 3.394
C -0.807 0.372 2.793
O -0.528 -0.706 3.275
C -0.119 0.915 1.573
S 0.528 -0.291 0.449
C 0.014 2.243 1.415
C 0.655 2.938 0.260
C -0.099 4.194 -0.241
N -0.503 4.040 -1.639
C -0.499 3.094 2.535
O 0.044 4.134 2.853
H -6.517 4.693 2.217
H -6.294 5.737 3.657
H -5.078 5.696 2.393
H -6.007 2.504 4.869
H -5.536 1.945 3.265
H -6.947 2.963 3.459
H -2.238 4.591 3.856
H -2.941 3.316 4.840
H -2.638 0.817 3.958
H -0.516 -0.368 -0.382
H 0.736 2.247 -0.576
H 1.675 3.210 0.544
H 0.580 5.043 -0.199
H -0.947 4.423 0.405
H -1.429 3.651 -1.727
H -0.459 4.914 -2.138
C 3.807 -2.883 -1.484
O 4.001 -2.052 -2.607
C 3.102 -0.958 -2.644
C 3.717 0.240 -3.331
O 4.692 0.919 -2.552
C 5.989 0.350 -2.471
C 6.842 0.554 -3.702
O 6.466 -0.325 -4.747
C 6.798 0.165 -6.024
H 2.836 -3.390 -1.522
H 4.594 -3.634 -1.493
H 3.881 -2.313 -0.551
H 2.801 -0.676 -1.630
H 2.200 -1.261 -3.197
H 2.918 0.970 -3.480
H 4.112 -0.034 -4.311
H 5.950 -0.706 -2.201
H 6.479 0.888 -1.656
H 7.891 0.368 -3.434
H 6.750 1.597 -4.031
H 6.359 1.155 -6.196
H 6.392 -0.531 -6.756
H 7.884 0.231 -6.163
C 5.569 6.236 -3.483
O 5.043 5.675 -2.305
C 5.761 4.535 -1.863
C 5.675 4.366 -0.364
O 6.472 5.270 0.387
C 6.020 6.608 0.541
C 4.860 6.775 1.498
O 3.653 6.362 0.890
C 2.667 5.946 1.805
H 5.464 5.556 -4.337
H 5.010 7.147 -3.688
H 6.628 6.493 -3.363
H 6.816 4.611 -2.156
H 5.333 3.640 -2.335
H 6.083 3.379 -0.132
H 4.634 4.384 -0.037
H 5.784 7.064 -0.422
H 6.873 7.140 0.967
H 4.784 7.835 1.780
H 5.054 6.189 2.405
H 3.046 5.168 2.478
H 1.844 5.530 1.229
H 2.286 6.780 2.406
C 3.779 -6.349 -3.177
O 2.720 -6.761 -2.344
C 1.642 -7.341 -3.054
C 0.903 -8.346 -2.203
O 1.584 -9.577 -2.030
C 2.657 -9.618 -1.106
C 2.235 -9.625 0.344
O 1.843 -8.333 0.772
C 0.951 -8.359 1.860
H 3.476 -5.522 -3.831
H 4.587 -6.008 -2.532
H 4.149 -7.179 -3.790
H 2.003 -7.835 -3.963
H 0.936 -6.551 -3.348
H -0.012 -8.608 -2.739
H 0.620 -7.907 -1.244
H 3.378 -8.819 -1.291
H 3.152 -10.572 -1.301
H 3.084 -9.965 0.953
H 1.411 -10.337 0.474
H 0.062 -8.959 1.631
H 0.642 -7.334 2.053
H 1.425 -8.761 2.763
C -11.857 -1.201 1.157
O -10.475 -1.413 0.989
C -9.773 -0.245 0.606
C -8.344 -0.275 1.093
O -8.193 -0.027 2.482
C -8.535 -1.065 3.387
C -7.553 -2.213 3.424
O -7.710 -3.063 2.304
C -6.537 -3.775 1.986
H -12.346 -0.943 0.210
H -12.285 -2.128 1.533
H -12.051 -0.403 1.885
H -10.269 0.648 1.006
H -9.764 -0.173 -0.490
H -7.823 0.553 0.607
H -7.851 -1.203 0.796
H -9.550 -1.428 3.215
H -8.509 -0.591 4.371
H -7.727 -2.789 4.343
H -6.533 -1.811 3.457
H -5.692 -3.097 1.823
H -6.730 -4.325 1.067
H -6.270 -4.488 2.775
```

## Properties
* LUMO level: -1.12 eV
* HOMO: -9.01 eV
* SMILES string: CN(C)C(=O)CC1=CC(=O)C(S)=C(CCN)C1=O.COCCOCCOC.COCCOCCOC.COCCOCCOC.COCCOCCOC
* total charge: 0
* relative energy (zero: lowest compared OMol25 entry of this formula, charge and spin): 0.000 eV